Arrangement one

{
  "formula": "C31H49FKN13O3",
  "method": "ωB97M-V/def2-TZVPD",
  "species": ["K", "N", "C", "C", "N", "C", "C", "N", "C", "C", "N", "H", "H", "H", "H", "H", "H", "H", "H", "H", "H", "H", "H", "H", "H", "H", "H", "H", "H", "C", "C", "N", "C", "C", "C", "O", "O", "C", "O", "C", "C", "C", "F", "C", "C", "C", "N", "C", "C", "N", "C", "C", "H", "H", "H", "H", "H", "H", "H", "H", "H", "H", "H", "H", "H", "H", "H", "H", "H", "H", "N", "C", "N", "C", "N", "C", "C", "N", "C", "N", "C", "C", "C", "N", "C", "H", "H", "H", "H", "H", "H", "H", "H", "H", "H", "H", "H", "H"],
  "positions_angstrom": [[0.281, 0.033, 0.125], [0.909, -1.499, -2.008], [-0.352, -2.194, -1.862], [-0.238, -3.199, -0.715], [-0.275, -2.538, 0.574], [-1.628, -2.472, 1.099], [-1.820, -1.404, 2.173], [-1.956, -0.088, 1.575], [0.631, -3.140, 1.529], [2.094, -2.792, 1.275], [2.290, -1.359, 1.343], [0.782, -0.596, -2.453], [1.553, -2.044, -2.572], [-0.653, -2.737, -2.778], [-1.129, -1.464, -1.631], [0.722, -3.710, -0.822], [-1.029, -3.966, -0.796], [-1.924, -3.456, 1.511], [-2.306, -2.225, 0.281], [-0.973, -1.378, 2.855], [-2.703, -1.686, 2.771], [-1.768, 0.609, 2.292], [-2.912, 0.042, 1.258], [0.514, -4.241, 1.559], [0.392, -2.756, 2.516], [2.413, -3.136, 0.288], [2.682, -3.348, 2.031], [3.283, -1.153, 1.368], [1.898, -1.032, 2.227], [3.225, 4.949, 6.240], [3.973, 3.752, 5.652], [3.345, 3.270, 4.441], [2.426, 2.244, 4.557], [1.732, 1.716, 3.538], [0.643, 0.619, 3.762], [-0.495, 1.071, 3.873], [1.052, -0.545, 3.800], [1.929, 2.200, 2.192], [1.381, 1.744, 1.198], [2.863, 3.337, 2.097], [3.041, 3.932, 0.853], [3.862, 5.019, 0.706], [3.969, 5.591, -0.523], [4.577, 5.544, 1.788], [4.398, 4.952, 3.033], [3.536, 3.858, 3.223], [5.522, 6.594, 1.657], [5.511, 7.712, 2.572], [6.985, 7.994, 2.942], [7.812, 7.432, 1.842], [7.251, 7.834, 0.528], [5.960, 7.015, 0.338], [3.730, 5.307, 7.134], [2.212, 4.656, 6.505], [3.161, 5.759, 5.517], [3.968, 2.935, 6.378], [5.020, 4.007, 5.459], [2.291, 1.875, 5.563], [2.506, 3.524, 0.006], [4.937, 5.357, 3.875], [4.935, 7.476, 3.463], [5.060, 8.601, 2.110], [7.261, 7.492, 3.870], [7.185, 9.061, 3.039], [7.681, 6.409, 1.888], [8.801, 7.678, 1.942], [7.964, 7.626, -0.269], [7.053, 8.906, 0.548], [6.162, 6.126, -0.260], [5.217, 7.620, -0.197], [1.631, 4.213, -5.547], [1.120, 3.771, -4.603], [0.484, 3.410, -3.558], [0.471, 2.379, -2.829], [0.352, 1.492, -2.082], [-6.604, -2.749, -2.463], [-5.219, -3.382, -2.428], [-4.352, -2.496, -1.689], [-4.317, -1.144, -1.987], [-3.247, -0.523, -1.686], [-3.160, 0.904, -1.860], [-4.533, 1.570, -1.899], [-5.421, 0.803, -2.871], [-5.487, -0.583, -2.459], [-6.491, -1.381, -3.121], [-6.967, -2.631, -1.443], [-7.304, -3.376, -3.016], [-4.865, -3.559, -3.458], [-5.245, -4.346, -1.913], [-3.422, -2.841, -1.497], [-2.607, 1.106, -2.783], [-2.555, 1.299, -1.041], [-4.456, 2.613, -2.200], [-4.981, 1.528, -0.905], [-5.025, 0.896, -3.895], [-6.441, 1.206, -2.869], [-6.253, -1.500, -4.193], [-7.448, -0.848, -3.053]]
}

Arrangement two

{
  "formula": "C31H49FKN13O3",
  "method": "ωB97M-V/def2-TZVPD",
  "species": ["K", "N", "C", "C", "N", "C", "C", "N", "C", "C", "N", "H", "H", "H", "H", "H", "H", "H", "H", "H", "H", "H", "H", "H", "H", "H", "H", "H", "H", "C", "C", "N", "C", "C", "C", "O", "O", "C", "O", "C", "C", "C", "F", "C", "C", "C", "N", "C", "C", "N", "C", "C", "H", "H", "H", "H", "H", "H", "H", "H", "H", "H", "H", "H", "H", "H", "H", "H", "H", "H", "N", "C", "N", "C", "N", "C", "C", "N", "C", "N", "C", "C", "C", "N", "C", "H", "H", "H", "H", "H", "H", "H", "H", "H", "H", "H", "H", "H"],
  "positions_angstrom": [[-1.044, -0.579, -0.315], [-2.214, -3.059, -1.032], [-1.079, -3.703, -1.719], [0.167, -3.827, -0.833], [0.821, -2.576, -0.455], [1.398, -2.603, 0.899], [1.472, -1.240, 1.598], [0.156, -0.826, 2.107], [1.803, -2.108, -1.443], [1.316, -1.096, -2.489], [1.010, 0.179, -1.855], [-3.058, -3.593, -1.195], [-2.419, -2.156, -1.460], [-0.830, -3.199, -2.657], [-1.361, -4.724, -1.988], [0.883, -4.494, -1.344], [-0.155, -4.333, 0.078], [2.411, -3.038, 0.877], [0.785, -3.256, 1.524], [1.857, -0.486, 0.908], [2.214, -1.324, 2.403], [0.187, 0.145, 2.417], [-0.086, -1.375, 2.924], [2.233, -2.971, -1.974], [2.625, -1.620, -0.911], [0.430, -1.470, -3.007], [2.115, -1.019, -3.241], [0.627, 0.855, -2.504], [1.835, 0.579, -1.406], [-5.865, 5.880, -2.049], [-6.232, 4.773, -1.070], [-5.088, 3.962, -0.684], [-4.856, 2.781, -1.342], [-3.811, 1.937, -1.162], [-3.792, 0.649, -2.040], [-4.839, 0.420, -2.658], [-2.715, 0.003, -2.043], [-2.833, 2.302, -0.155], [-1.805, 1.709, 0.148], [-3.140, 3.534, 0.607], [-2.282, 3.837, 1.652], [-2.477, 4.967, 2.386], [-1.675, 5.195, 3.442], [-3.485, 5.874, 2.072], [-4.360, 5.567, 1.035], [-4.223, 4.366, 0.318], [-3.608, 7.118, 2.759], [-4.866, 7.428, 3.412], [-5.127, 8.930, 3.200], [-3.791, 9.570, 2.937], [-2.773, 9.068, 3.921], [-2.480, 7.602, 3.558], [-6.744, 6.473, -2.305], [-5.461, 5.452, -2.966], [-5.108, 6.545, -1.629], [-6.965, 4.103, -1.517], [-6.695, 5.180, -0.168], [-5.596, 2.502, -2.084], [-1.479, 3.152, 1.900], [-5.121, 6.289, 0.768], [-4.830, 7.194, 4.484], [-5.675, 6.846, 2.979], [-5.560, 9.414, 4.074], [-5.750, 9.127, 2.329], [-3.854, 10.585, 2.923], [-3.492, 9.232, 2.016], [-3.220, 9.178, 4.907], [-1.886, 9.693, 3.863], [-2.321, 7.042, 4.481], [-1.563, 7.529, 2.975], [0.871, 6.491, 3.620], [1.004, 5.384, 3.962], [1.178, 4.159, 4.424], [0.729, 3.215, 3.625], [0.317, 2.366, 2.942], [2.829, 5.145, 0.796], [1.597, 4.300, 0.551], [1.958, 2.904, 0.362], [3.193, 2.462, -0.029], [3.374, 1.186, -0.142], [4.677, 0.672, -0.517], [5.812, 1.673, -0.351], [5.368, 2.997, -0.944], [4.150, 3.421, -0.286], [3.827, 4.835, -0.300], [3.257, 4.901, 1.770], [2.574, 6.205, 0.803], [1.063, 4.673, -0.333], [0.913, 4.360, 1.394], [1.416, 2.238, 0.898], [4.649, 0.332, -1.562], [4.883, -0.220, 0.083], [6.722, 1.317, -0.838], [6.029, 1.820, 0.709], [5.222, 2.896, -2.030], [6.121, 3.772, -0.787], [3.415, 5.136, -1.275], [4.757, 5.389, -0.156]]
}

Stability verdict: arrangement two, ahead by 1.098 eV

Arrangement one

{
  "formula": "C25H48Cl3N4O3SSiTi",
  "method": "ωB97M-V/def2-TZVPD",
  "spin_multiplicity": 3,
  "s_squared": 2.00,
  "charge": -1,
  "species": ["C", "C", "H", "H", "H", "C", "C", "H", "H", "H", "H", "Ti", "Cl", "Cl", "H", "H", "C", "C", "N", "H", "C", "O", "H", "H", "H", "H", "H", "H", "C", "C", "N", "H", "C", "O", "H", "H", "H", "H", "O", "C", "C", "C", "H", "C", "H", "C", "H", "C", "C", "H", "H", "H", "Si", "Cl", "C", "C", "C", "H", "H", "H", "H", "H", "H", "H", "H", "H", "C", "C", "N", "C", "S", "N", "C", "C", "H", "H", "H", "H", "H", "H", "H", "H", "H", "H", "H", "H"],
  "positions_angstrom": [[-2.247, -2.626, -4.793], [-1.357, -2.871, -3.607], [-1.657, -2.225, -5.631], [-3.085, -1.935, -4.594], [-2.653, -3.638, -5.041], [-0.567, -4.035, -3.561], [0.064, -4.707, -4.723], [-0.598, -4.626, -2.633], [0.818, -4.067, -5.227], [-0.625, -5.089, -5.497], [0.611, -5.585, -4.339], [0.542, 1.621, 0.527], [-1.654, 2.298, 0.895], [1.589, 3.165, -0.765], [2.426, 5.068, 3.371], [-1.103, 6.336, 3.043], [1.989, 5.670, 2.574], [-0.413, 6.337, 2.187], [0.593, 5.280, 2.337], [2.590, 5.546, 1.675], [0.178, 4.024, 2.373], [0.897, 2.985, 2.088], [-1.017, 6.156, 1.290], [-0.876, 3.895, 2.660], [1.984, 6.722, 2.844], [0.103, 7.298, 2.109], [1.686, -0.485, -3.223], [2.479, -3.384, -2.115], [2.707, -0.570, -2.818], [3.216, -2.700, -1.670], [2.710, -1.336, -1.579], [3.101, 0.435, -2.644], [2.539, -0.728, -0.373], [2.477, 0.506, -0.172], [3.463, -3.073, -0.666], [2.409, -1.441, 0.465], [3.334, -1.124, -3.527], [4.095, -2.722, -2.329], [-0.771, -1.523, -3.166], [-1.642, -2.130, -2.277], [0.086, -3.178, -0.749], [-1.216, -2.747, -1.008], [0.839, -3.049, -1.507], [0.412, -3.814, 0.446], [-2.639, -1.665, -2.227], [-2.214, -2.967, -0.041], [1.439, -4.139, 0.662], [-0.594, -4.051, 1.383], [-1.906, -3.615, 1.152], [-3.234, -2.670, -0.278], [-0.350, -4.598, 2.301], [-2.710, -3.809, 1.870], [-0.542, 2.084, -3.630], [-0.248, 0.123, -0.894], [1.076, 2.875, -4.167], [-1.276, 3.487, -2.560], [-1.724, 1.505, -4.921], [1.954, 2.254, -3.932], [1.205, 3.841, -3.649], [1.013, 3.042, -5.255], [-1.234, 0.776, -5.577], [-2.017, 2.407, -5.484], [-2.604, 1.041, -4.444], [-1.599, 3.149, -1.560], [-2.139, 3.905, -3.095], [-0.530, 4.281, -2.408], [-1.395, -2.824, 5.725], [-0.374, -1.887, 5.097], [-0.877, -1.298, 3.849], [-0.089, -0.376, 3.259], [0.245, -0.549, 1.623], [0.423, 0.637, 3.978], [-0.480, 1.385, 4.858], [0.327, 2.453, 5.582], [-2.368, -2.327, 5.836], [-1.018, -3.099, 6.719], [-1.519, -3.751, 5.141], [-0.149, -1.048, 5.770], [0.570, -2.434, 4.907], [-1.259, -1.996, 3.191], [1.041, 1.245, 3.429], [-1.304, 1.832, 4.267], [-0.931, 0.683, 5.568], [0.612, 3.266, 4.898], [-0.273, 2.885, 6.393], [1.241, 2.014, 6.013]]
}

Arrangement two

{
  "formula": "C25H48Cl3N4O3SSiTi",
  "method": "ωB97M-V/def2-TZVPD",
  "spin_multiplicity": 3,
  "s_squared": 2.02,
  "charge": -1,
  "species": ["C", "C", "H", "H", "H", "C", "C", "H", "H", "H", "H", "Ti", "Cl", "Cl", "H", "H", "C", "C", "N", "H", "C", "O", "H", "H", "H", "H", "H", "H", "C", "C", "N", "H", "C", "O", "H", "H", "H", "H", "O", "C", "C", "C", "H", "C", "H", "C", "H", "C", "C", "H", "H", "H", "Si", "Cl", "C", "C", "C", "H", "H", "H", "H", "H", "H", "H", "H", "H", "C", "C", "N", "C", "S", "N", "C", "C", "H", "H", "H", "H", "H", "H", "H", "H", "H", "H", "H", "H"],
  "positions_angstrom": [[4.001, -0.559, -1.305], [3.971, -0.841, 0.166], [4.897, 0.012, -1.573], [3.097, -0.002, -1.611], [4.004, -1.511, -1.867], [4.968, -0.665, 1.053], [6.340, -0.179, 0.726], [4.811, -0.943, 2.103], [6.464, 0.124, -0.323], [7.087, -0.954, 0.952], [6.590, 0.675, 1.368], [0.106, 0.075, -0.164], [-0.171, -2.157, -0.966], [0.635, 0.927, -2.226], [-5.516, 0.661, -0.830], [-5.124, -0.463, -3.164], [-4.609, 1.259, -1.017], [-4.248, 0.183, -3.269], [-3.756, 0.504, -1.947], [-4.078, 1.475, -0.076], [-2.479, 0.235, -1.659], [-1.962, 0.705, -0.592], [-3.441, -0.342, -3.792], [-1.864, -0.374, -2.353], [-4.924, 2.200, -1.495], [-4.510, 1.107, -3.799], [3.462, 2.098, -0.098], [3.949, 1.880, 2.396], [2.643, 2.806, 0.119], [3.182, 2.663, 2.548], [2.166, 2.602, 1.501], [1.819, 2.660, -0.591], [0.933, 2.163, 1.776], [0.099, 1.865, 0.871], [2.688, 2.511, 3.519], [0.725, 1.944, 2.847], [3.043, 3.829, 0.045], [3.672, 3.647, 2.521], [1.716, -0.272, 0.685], [2.620, -1.350, 0.644], [2.356, -1.300, 3.175], [2.599, -2.033, 2.008], [2.133, -0.224, 3.100], [2.418, -1.956, 4.413], [2.236, -2.056, -0.107], [2.856, -3.411, 2.051], [2.251, -1.375, 5.325], [2.699, -3.331, 4.470], [2.916, -4.059, 3.287], [3.036, -3.935, 1.101], [2.748, -3.841, 5.439], [3.127, -5.132, 3.317], [0.825, 3.222, -6.729], [2.895, 3.178, -6.787], [0.337, 4.669, -5.634], [0.266, 1.579, -6.021], [0.221, 3.463, -8.498], [0.746, 4.532, -4.624], [-0.758, 4.729, -5.569], [0.719, 5.612, -6.049], [0.601, 4.407, -8.914], [-0.877, 3.490, -8.516], [0.562, 2.637, -9.138], [0.665, 1.440, -5.006], [0.608, 0.755, -6.663], [-0.832, 1.556, -5.972], [-3.052, -3.886, 4.716], [-2.999, -2.401, 4.521], [-2.346, -2.226, 3.265], [-2.703, -1.458, 2.205], [-1.259, -0.788, 1.609], [-3.980, -1.219, 1.852], [-5.172, -2.005, 2.141], [-6.166, -1.085, 2.789], [-3.564, -4.380, 3.886], [-3.595, -4.073, 5.627], [-2.053, -4.321, 4.806], [-3.955, -1.903, 4.417], [-2.395, -1.909, 5.287], [-1.315, -2.295, 3.229], [-4.035, -0.577, 1.074], [-5.544, -2.397, 1.189], [-4.827, -2.825, 2.761], [-6.481, -0.279, 2.118], [-7.039, -1.667, 3.054], [-5.758, -0.628, 3.696]]
}

Stability verdict: arrangement two, ahead by 4.663 eV